Entry 1:
A molecular structure, C26H26AuN6O2S2. Source: the Open Molecules 2025 dataset; level of theory: ωB97M-V/def2-TZVPD.

```
! wB97M-V def2-TZVPD RIJCOSX def2/J DEFGRID3
* xyz 1 1
Au 1.252 0.326 -0.928
S -4.012 3.900 2.843
C -3.591 4.005 4.499
C -2.350 3.505 4.747
C -1.716 3.023 3.590
C -2.480 3.161 2.458
C -2.163 2.757 1.110
C -0.930 2.129 0.823
N -0.621 1.685 -0.362
C -1.453 1.858 -1.395
C -2.703 2.499 -1.237
C -3.552 2.649 -2.374
C -3.177 2.189 -3.591
C -1.916 1.547 -3.785
C -1.503 1.042 -5.022
C -0.255 0.442 -5.143
C 0.562 0.412 -3.993
N 0.174 0.839 -2.818
C -1.044 1.391 -2.681
C 0.201 -0.177 -6.362
C 1.289 -0.999 -6.534
C 1.397 -1.507 -7.839
C 0.400 -1.069 -8.655
S -0.693 -0.029 -7.849
C -3.044 2.935 0.049
H -4.287 4.429 5.197
H -1.906 3.483 5.726
H -0.726 2.601 3.600
H -0.167 1.986 1.572
H -4.505 3.136 -2.230
H -3.824 2.298 -4.449
H -2.158 1.115 -5.878
H 1.569 0.031 -4.051
H 1.982 -1.249 -5.751
H 2.181 -2.171 -8.156
H 0.238 -1.307 -9.688
H -4.001 3.412 0.210
N 2.592 -1.385 -0.062
C 2.372 -1.506 1.376
C 3.470 -2.322 2.092
C 2.963 -3.604 2.772
C 2.499 -3.363 4.215
N 1.565 -2.268 4.290
C 0.255 -2.310 4.263
N -0.453 -3.452 4.331
N -0.386 -1.139 4.167
C 2.183 -0.070 1.972
O 2.073 0.001 3.218
O 2.107 0.881 1.192
H 2.545 -2.288 -0.517
H 3.509 -0.980 -0.231
H 1.401 -1.998 1.510
H 3.976 -1.694 2.829
H 4.219 -2.603 1.348
H 3.766 -4.340 2.813
H 2.143 -4.035 2.191
H 3.361 -3.084 4.826
H 2.072 -4.282 4.625
H 1.954 -1.319 3.963
H 0.006 -4.307 4.595
H -1.448 -3.414 4.472
H 0.179 -0.316 3.985
H -1.387 -1.078 4.116
*
```

Results
Lowest unoccupied orbital energy = -0.1038 hartree
HOMO energy = -0.369 hartree
Total energy = -65779.2506 eV
HOMO-LUMO gap = 7.21 eV



Entry 2:
A molecular structure, C26H26BBrN3O3Os. Source: the Open Molecules 2025 dataset; level of theory: ωB97M-V/def2-TZVPD.

```
! wB97M-V def2-TZVPD RIJCOSX def2/J DEFGRID3
* xyz 1 1
Os -0.298 -2.035 -1.317
C -1.413 -3.522 -2.445
C -1.446 -2.293 -3.176
C -0.132 -1.957 -3.536
C 0.729 -2.992 -3.011
C -0.057 -3.936 -2.351
H -2.264 -4.011 -1.996
H -2.324 -1.708 -3.385
H 0.209 -1.118 -4.117
H 1.789 -3.066 -3.198
H 0.383 -4.788 -1.859
Br -1.254 5.557 1.557
C -1.938 4.054 2.462
C -3.275 4.020 2.818
C -3.761 2.912 3.497
C -2.934 1.832 3.769
C -1.583 1.892 3.435
C -1.084 3.008 2.784
N -3.563 0.751 4.500
N -3.158 -0.425 4.455
C -2.317 -0.921 3.409
C -1.299 -1.779 3.769
C -0.413 -2.324 2.814
C -0.604 -2.038 1.491
O 0.147 -2.525 0.483
C -1.688 -1.208 1.094
N -1.807 -1.045 -0.264
C -2.867 -0.405 -0.725
C -3.863 0.090 0.122
C -3.729 -0.042 1.487
C -2.594 -0.685 2.016
H -3.922 4.853 2.586
H -4.794 2.868 3.819
H -0.904 1.098 3.708
H -0.034 3.071 2.536
H -1.172 -2.000 4.820
H 0.402 -2.972 3.106
H -2.937 -0.258 -1.790
H -4.723 0.580 -0.310
H -4.504 0.327 2.141
C 4.450 -0.912 -1.159
C 3.393 0.164 -0.980
C 3.846 1.194 0.032
O 2.203 -0.508 -0.446
B 1.372 -0.734 -1.505
O 1.759 -0.120 -2.666
C 2.880 0.758 -2.333
C 2.307 2.159 -2.190
C 3.880 0.707 -3.468
H 4.616 -1.404 -0.202
H 5.392 -0.484 -1.497
H 4.131 -1.667 -1.879
H 4.199 0.692 0.931
H 3.038 1.867 0.309
H 4.670 1.784 -0.373
H 1.553 2.199 -1.403
H 1.835 2.444 -3.130
H 3.086 2.885 -1.963
H 4.191 -0.311 -3.687
H 4.765 1.297 -3.224
H 3.431 1.130 -4.366
*
```

Results
Lowest unoccupied orbital energy (spin up / spin down) = -0.1814 / -0.1814 hartree
HOMO energy (spin up / spin down) = -0.397 / -0.397 hartree
Total energy = -111178.0821 eV
Relative energy (zero: lowest compared OMol25 entry of this formula, charge and spin) = 112.5 kJ/mol
HOMO-LUMO gap (spin up / spin down) = 5.87 / 5.87 eV



Entry 3:
A molecular structure, C26H26BrDyF4PS4. Source: the Open Molecules 2025 dataset; level of theory: ωB97M-V/def2-TZVPD.

```
! wB97M-V def2-TZVPD RIJCOSX def2/J DEFGRID3
* xyz 3 6
Dy 0.402 -0.155 -1.167
C 3.346 -2.153 -2.326
C 3.300 -1.090 -3.413
S 1.672 -0.366 -3.776
C 0.771 -1.573 -4.786
C 0.234 -2.815 -4.096
S -0.794 -2.457 -2.636
C -0.406 -3.904 -1.607
C -0.840 -3.721 -0.165
S -0.174 -2.289 0.731
C 1.476 -2.775 1.309
C 2.567 -2.965 0.265
S 2.944 -1.453 -0.691
H 4.352 -2.567 -2.259
H 2.651 -2.966 -2.520
H 3.687 -1.489 -4.351
H 3.922 -0.231 -3.159
H 1.444 -1.863 -5.593
H -0.027 -0.984 -5.238
H 1.033 -3.483 -3.781
H -0.396 -3.359 -4.798
H 0.659 -4.103 -1.695
H -0.947 -4.748 -2.035
H -0.577 -4.606 0.415
H -1.921 -3.602 -0.090
H 1.349 -3.699 1.874
H 1.733 -1.994 2.025
H 2.319 -3.747 -0.450
H 3.489 -3.254 0.767
F 0.497 7.221 0.144
C 0.171 5.958 0.239
C -0.547 5.501 1.328
F -0.901 6.332 2.278
C -0.877 4.158 1.418
F -1.527 3.767 2.507
C -0.528 3.240 0.435
P -0.962 1.491 0.650
C 0.023 0.977 2.076
C 1.381 0.767 1.809
C 2.277 0.464 2.823
C 1.802 0.366 4.126
C 0.454 0.575 4.401
C -0.439 0.889 3.383
C -2.716 1.358 0.982
C -3.193 0.173 1.552
C -4.554 0.017 1.767
C -5.432 1.028 1.400
C -4.958 2.192 0.810
C -3.599 2.361 0.591
C 0.214 3.737 -0.632
Br 0.901 2.633 -2.035
C 0.565 5.063 -0.746
F 1.279 5.504 -1.767
H 1.777 0.891 0.805
H 3.333 0.335 2.613
H 2.492 0.150 4.933
H 0.097 0.516 5.422
H -1.479 1.085 3.614
H -2.508 -0.613 1.851
H -4.930 -0.887 2.228
H -6.494 0.909 1.577
H -5.648 2.976 0.525
H -3.238 3.276 0.137
*
```

Results
Lowest unoccupied orbital energy (spin up / spin down) = -0.3583 / -0.3676 hartree
⟨S²⟩ = 9.344
HOMO energy (spin up / spin down) = -0.617 / -0.616 hartree
Total energy = -184985.2918 eV
HOMO-LUMO gap (spin up / spin down) = 7.03 / 6.77 eV